(1)
The following is a DFT calculation (the ωB97M-V functional and the def2-TZVPD basis) of a single C19H25N3O4 molecule.

Output
- E_LUMO (eV) = 0.4
- largest force on an atom (hartree/bohr) = 0.0138
- SMILES = COCCN1Cc2cccc(C(=O)NCCCN3CCCC3=O)c2C1=O
- HOMO (Ha) = -0.3139
- net charge = 0

Last column: Löwdin charge in e.
Element x y z (Å)
C -5.98379 -0.24188 -1.20601  -0.11
H -6.67061 0.45160 -0.72546  0.09
O -4.90070 -0.40929 -0.32736  -0.20
C -3.92238 -1.29670 -0.82101  -0.20
C -2.79796 -1.42813 0.20872  -0.10
N -2.02054 -0.22587 0.32030  -0.04
C -0.85636 -0.03126 -0.33905  -0.37
O -0.31790 -0.91171 -1.00385  0.04
C -0.41700 1.35441 -0.04898  -0.02
C 0.69953 2.11448 -0.42084  -0.04
C 0.77908 3.41343 0.08163  0.00
C -0.18557 3.95732 0.90816  -0.04
C -1.29752 3.21091 1.26490  -0.02
C -1.39586 1.92446 0.77942  -0.14
C -2.48610 0.93465 1.03281  -0.07
H -2.60654 0.71170 2.09997  0.15
H -3.45721 1.26277 0.64674  0.13
H -2.06554 3.61759 1.90556  0.12
H -0.07170 4.96583 1.27542  0.11
H 1.64690 3.98878 -0.20356  0.12
C 1.86200 1.72974 -1.29651  -0.45
O 2.67893 2.56931 -1.63645  0.05
N 1.94254 0.44319 -1.66591  0.09
C 3.08168 -0.06170 -2.38672  -0.17
H 3.82953 0.73601 -2.39839  0.12
C 3.64521 -1.31939 -1.72568  -0.15
H 2.91429 -2.12712 -1.79562  0.11
H 4.53720 -1.62453 -2.27488  0.11
C 4.02627 -1.10221 -0.25722  -0.13
N 2.90480 -1.11689 0.64639  -0.06
C 2.59523 -0.09874 1.47501  -0.47
O 3.14873 0.97684 1.51738  0.08
C 1.42864 -0.54989 2.34715  -0.06
H 0.52044 -0.07315 1.97623  0.10
C 1.39605 -2.06571 2.16858  -0.14
H 1.98624 -2.54615 2.95014  0.11
H 0.38712 -2.47335 2.19892  0.11
C 2.05782 -2.27840 0.80233  -0.15
H 1.30293 -2.31146 0.00760  0.10
H 2.65473 -3.19401 0.76022  0.13
H 1.57992 -0.23246 3.37724  0.12
H 4.72994 -1.88826 0.04940  0.13
H 4.50776 -0.12874 -0.13320  0.13
H 2.80029 -0.29195 -3.42254  0.12
H 1.19137 -0.21015 -1.45529  0.08
H -3.23060 -1.66623 1.18396  0.14
H -2.12174 -2.22633 -0.10771  0.13
H -3.51168 -0.92319 -1.77132  0.14
H -4.36726 -2.28687 -1.00319  0.13
H -5.65564 0.17312 -2.16679  0.09
H -6.49493 -1.19439 -1.39064  0.09


(2)
The following is a DFT calculation (the ωB97M-V functional and the def2-TZVPD basis) of a single C19H25N3O5S molecule in a non-equilibrium geometry.

Output
- E_LUMO (eV) = 0.5
- largest force on an atom (hartree/bohr) = 0.0257
- SMILES = CCOc1cc(NC(=S)NCCOC)c(OCC)cc1NC(=O)c1ccco1
- HOMO (Ha) = -0.2770
- net charge = 0

Last column: Löwdin charge in e.
Element x y z (Å)
C -2.02325 -4.51426 0.96484  -0.06
C -2.47747 -4.01808 -0.40403  -0.24
O -2.70616 -2.62250 -0.43245  -0.06
C -1.64089 -1.75974 -0.43441  -0.20
C -0.31272 -2.11235 -0.57658  0.05
C 0.70973 -1.16119 -0.58659  -0.15
C 0.37382 0.19631 -0.48578  -0.19
C -0.95786 0.55478 -0.32484  0.07
C -1.96428 -0.39769 -0.29528  -0.13
N -3.30944 -0.07352 -0.14432  0.17
C -3.88425 1.15393 -0.01491  -0.39
O -3.28923 2.21614 -0.00980  0.08
C -5.34714 1.08383 0.12527  -0.18
C -6.25674 2.10017 0.27254  0.01
C -7.52366 1.48576 0.36163  -0.05
C -7.29710 0.14568 0.26313  -0.10
O -5.99016 -0.11065 0.12049  0.05
H -7.96184 -0.69572 0.28037  0.12
H -8.47005 1.97108 0.48211  0.10
H -6.02869 3.14487 0.30973  0.12
H -3.92154 -0.88010 -0.14088  0.14
H -1.24749 1.58632 -0.23119  0.10
O 1.38720 1.10943 -0.57214  -0.08
C 1.07242 2.49382 -0.56475  -0.23
C 2.36547 3.25367 -0.80994  -0.05
H 2.75800 3.01046 -1.79385  0.09
H 3.10903 2.97983 -0.06587  0.06
H 2.17688 4.32188 -0.75649  0.08
H 0.63936 2.77285 0.40478  0.13
H 0.34187 2.71333 -1.35262  0.13
N 2.01317 -1.64806 -0.77236  0.05
C 3.16899 -1.43483 -0.07970  -0.84
N 3.25589 -0.40454 0.77812  0.03
H 2.65068 0.38845 0.59699  0.12
C 4.48066 -0.13371 1.48813  -0.20
C 5.51665 0.61759 0.65121  -0.22
O 5.12091 1.96681 0.52428  -0.22
C 6.02123 2.72380 -0.24237  -0.12
H 5.63663 3.74145 -0.26841  0.09
H 6.09629 2.33409 -1.26488  0.09
H 7.02169 2.72177 0.20736  0.09
H 5.60302 0.14763 -0.33857  0.11
H 6.49752 0.55952 1.14618  0.13
H 4.23569 0.46105 2.36995  0.13
H 4.90926 -1.09175 1.79239  0.08
S 4.38502 -2.54372 -0.29867  0.63
H 2.05080 -2.53456 -1.26266  0.10
H -0.02714 -3.14709 -0.68389  0.12
H -1.76371 -4.30808 -1.18406  0.12
H -3.45013 -4.45160 -0.65338  0.12
H -2.76369 -4.25421 1.71727  0.08
H -1.90828 -5.59421 0.94159  0.08
H -1.07492 -4.06415 1.24726  0.07


(3)
The following is a DFT calculation (the ωB97M-V functional and the def2-TZVPD basis) of a single C19H25N5O2 molecule in a non-equilibrium geometry.

Output
- E_LUMO (eV) = 0.1
- largest force on an atom (hartree/bohr) = 0.0246
- SMILES = CC[C@H](C)NC(=O)c1c(N)n(CCCOC)c2nc3ccccc3nc12
- HOMO (Ha) = -0.2849
- net charge = 0

Last column: Löwdin charge in e.
Element x y z (Å)
C 4.56902 1.24544 2.09001  -0.10
C 3.66573 2.31997 2.68593  -0.21
H 3.48321 3.08932 1.93243  0.11
H 4.16950 2.79419 3.53049  0.11
C 2.30078 1.79627 3.16548  -0.37
N 1.56204 1.21672 2.06877  0.11
C 0.52344 1.81243 1.45856  -0.43
O 0.03873 2.89295 1.80602  0.02
C 0.00628 1.06753 0.31929  -0.03
C -1.06772 1.50040 -0.45721  -0.24
N -1.79838 2.58620 -0.17165  0.20
H -2.41966 3.00788 -0.83744  0.10
H -1.38947 3.12660 0.59543  0.10
N -1.28237 0.64325 -1.50873  0.03
C -0.36153 -0.37126 -1.42139  -0.20
N -0.23084 -1.37672 -2.23393  0.21
C 0.78922 -2.22119 -1.91592  -0.21
C 1.01314 -3.34615 -2.72786  -0.03
C 2.03198 -4.21351 -2.44124  -0.09
C 2.86589 -3.99155 -1.33518  -0.09
C 2.67477 -2.90646 -0.52517  -0.03
C 1.63504 -1.99379 -0.78864  -0.21
N 1.47544 -0.93039 0.03614  0.17
C 0.48125 -0.12697 -0.27401  -0.14
H 3.30603 -2.72062 0.33054  0.11
H 3.66458 -4.68838 -1.12670  0.10
H 2.20084 -5.07728 -3.06733  0.10
H 0.35954 -3.49707 -3.57335  0.11
C -2.30512 0.70118 -2.52153  -0.13
H -1.85266 0.34355 -3.45079  0.13
H -2.61920 1.74033 -2.65584  0.12
C -3.50797 -0.18347 -2.18558  -0.14
C -4.27574 0.32027 -0.95728  -0.24
O -5.28253 -0.55692 -0.51641  -0.18
C -6.40897 -0.63443 -1.35397  -0.11
H -6.81189 0.36329 -1.56893  0.09
H -7.15297 -1.21313 -0.81007  0.09
H -6.18670 -1.13979 -2.30008  0.08
H -4.70876 1.31184 -1.17196  0.12
H -3.59580 0.41047 -0.10604  0.12
H -3.15682 -1.19829 -1.99245  0.12
H -4.16763 -0.20753 -3.05440  0.11
H 1.88389 0.33909 1.67997  0.10
C 2.42270 0.77992 4.29806  -0.05
H 3.01014 1.19295 5.11377  0.08
H 1.43571 0.52302 4.67465  0.08
H 2.90049 -0.13042 3.94509  0.07
H 1.70868 2.65371 3.50664  0.14
H 4.08478 0.75389 1.24945  0.06
H 4.82842 0.49538 2.83252  0.07
H 5.49149 1.69726 1.73184  0.07


(4)
The following is a DFT calculation (the ωB97M-V functional and the def2-TZVPD basis) of a molecular structure, C19H25O4RuSi2.

Output
- E_LUMO (alpha / beta) (eV) = 5.0 / 5.0
- largest force on an atom (hartree/bohr) = 0.0030
- multiplicity = 6
- HOMO (alpha / beta) (Ha) = 0.0491 / -0.0599
- net charge = -2

Last column: Löwdin charge in e.
Element x y z (Å)
Ru 1.46149 0.59821 0.49228  1.04
C -3.48220 -4.18704 1.17318  -0.14
O -2.69519 -4.36189 2.31942  -0.13
C -1.58510 -3.52201 2.43804  -0.31
C -0.92152 -3.53503 3.64993  -0.09
C 0.19733 -2.72593 3.82392  -0.08
C 0.70392 -1.86505 2.80629  -0.14
C 1.86059 -1.08282 3.02624  -0.43
C 2.59864 -1.22504 4.33616  -0.08
O 2.39202 -0.20587 2.21268  -0.26
C -0.01106 -1.87728 1.54306  -0.36
O 0.35791 -1.15942 0.51680  -0.30
C -1.13105 -2.70441 1.39852  0.01
H -4.34897 -4.84039 1.28621  0.07
H -2.94729 -4.46518 0.25788  0.08
H -3.82151 -3.15066 1.06629  0.09
H -1.28372 -4.17094 4.45016  0.09
H 0.69292 -2.75059 4.78592  0.07
H 1.98874 -0.89785 5.19036  0.06
H 3.48938 -0.59983 4.29112  0.06
H 2.89397 -2.26182 4.54210  0.06
H -1.62214 -2.66522 0.43551  0.09
C 1.40557 -0.99206 -2.96607  -0.26
Si 1.81707 0.58064 -1.96549  0.51
C 3.51315 1.16019 -2.60722  -0.26
C 0.57543 1.87397 -2.66609  -0.30
C 0.63900 2.24613 -4.01414  -0.13
C -0.24939 3.15728 -4.56780  -0.13
C -1.23410 3.72246 -3.76834  -0.13
C -1.31528 3.36057 -2.42980  -0.13
C -0.42816 2.44439 -1.85655  -0.30
Si -0.60534 1.93870 -0.00744  0.53
C -2.26333 1.00069 0.01727  -0.25
C -0.96188 3.58500 0.89436  -0.26
H 1.37192 -0.79877 -4.04567  0.00
H 0.43398 -1.38064 -2.65159  0.01
H 2.14766 -1.77134 -2.77261  0.00
H 3.51644 1.41009 -3.67496  0.00
H 4.26106 0.38094 -2.43492  0.00
H 3.80415 2.04169 -2.03238  0.00
H 1.40569 1.81032 -4.65022  0.08
H -0.17054 3.42851 -5.61658  0.08
H -1.93542 4.43903 -4.18566  0.08
H -2.09294 3.80390 -1.81330  0.08
H -3.08212 1.58261 -0.42435  0.00
H -2.53214 0.73617 1.04386  0.01
H -2.15821 0.06534 -0.53802  0.01
H -1.79130 4.15176 0.45233  -0.01
H -0.06617 4.20996 0.88163  0.01
H -1.21316 3.38050 1.93874  0.00
O 2.42122 2.08802 0.41897  -0.66


Across the entries above, ΔE to the lowest compared entry with this formula, charge and spin takes the values 16.3, 55.0, 10.2, 0.0 kcal per mole, respectively.